[1]
A cluster of 2 separate species, C2H3N2S2 in total at a distorted geometry. Source: the OMol25 dataset; level of theory: the ωB97M-V functional and the def2-TZVPD basis.

The geometry in ORCA input format:
```
! wB97M-V def2-TZVPD RIJCOSX def2/J DEFGRID3
* xyz 1 1
C -1.34 0.26 0.15
C 1.42 -1.33 0.07
N 0.37 -1.83 0.31
N -0.48 1.21 0.24
S 2.40 -0.14 0.01
S -2.51 -0.65 -0.01
H 0.31 -2.89 0.52
H 0.45 1.28 -0.27
H -0.84 2.04 0.68
*
```

The value obtained for the frontier orbital gap is 7.81 eV. The HOMO energy comes out at -13.6739 eV.

=====

[2]
The molecule C2H3N3 at a distorted geometry. Source: the OMol25 dataset; level of theory: the ωB97M-V functional and the def2-TZVPD basis.

The geometry in ORCA input format:
```
! wB97M-V def2-TZVPD RIJCOSX def2/J DEFGRID3
* xyz 0 1
H -0.53 -2.17 0.17
N -0.91 -1.24 -0.12
C -0.24 -0.29 0.06
N -0.53 1.00 -0.03
C 1.15 -0.26 0.20
N 2.37 -0.21 -0.15
H 0.19 1.66 0.01
H -1.50 1.51 -0.14
*
```

The value obtained for the frontier orbital gap is 10.58 eV. As for the SMILES: [H]/N=C(/N)C#N. The HOMO energy comes out at -10.2472 eV.

=====

[3]
The molecule C2H3N3 at a distorted geometry. Source: the OMol25 dataset; level of theory: the ωB97M-V functional and the def2-TZVPD basis.

The geometry in ORCA input format:
```
! wB97M-V def2-TZVPD RIJCOSX def2/J DEFGRID3
* xyz 0 1
C 0.94 -0.41 0.44
C 0.27 -0.08 -0.69
N -0.91 0.47 -0.29
N -0.97 0.49 1.00
N 0.08 -0.17 1.52
H 1.83 -1.07 0.54
H 0.35 -0.19 -1.75
H -1.60 0.96 -0.77
*
```

The value obtained for the frontier orbital gap is 10.81 eV. As for the SMILES: c1c[nH]nn1. The HOMO energy comes out at -9.9563 eV.

=====

[4]
The molecule C2H3N3O at a distorted geometry. Source: the OMol25 dataset; level of theory: the ωB97M-V functional and the def2-TZVPD basis.

The geometry in ORCA input format:
```
! wB97M-V def2-TZVPD RIJCOSX def2/J DEFGRID3
* xyz 0 1
O 0.15 -1.89 1.46
C 0.17 -0.92 0.77
N 0.93 0.28 0.99
C 0.59 1.05 0.05
N -0.32 0.55 -0.87
N -0.63 -0.73 -0.36
H 0.88 2.09 -0.06
H -1.20 1.06 -0.94
H -0.58 -1.48 -1.03
*
```

The value obtained for the frontier orbital gap is 10.60 eV. As for the SMILES: O=c1nc[nH][nH]1. The HOMO energy comes out at -9.8959 eV.

=====

[5]
The molecule C2H3N3O at a distorted geometry. Source: the OMol25 dataset; level of theory: the ωB97M-V functional and the def2-TZVPD basis.

The geometry in ORCA input format:
```
! wB97M-V def2-TZVPD RIJCOSX def2/J DEFGRID3
* xyz 0 1
C 1.24 -1.04 -1.14
C 0.50 -0.29 -0.21
N -0.76 0.14 -0.83
N -1.38 0.74 0.11
O -0.59 0.62 1.36
N 0.68 0.10 0.94
H 1.11 -2.13 -0.91
H 2.54 -0.99 -1.10
H 0.88 -0.74 -2.31
*
```

The value obtained for the frontier orbital gap is 11.31 eV. As for the SMILES: Cc1nnon1. The HOMO energy comes out at -11.4088 eV.

=====

[6]
A cluster of 2 separate species, C2H3N3O in total at a distorted geometry. Source: the OMol25 dataset; level of theory: the ωB97M-V functional and the def2-TZVPD basis.

The geometry in ORCA input format:
```
! wB97M-V def2-TZVPD RIJCOSX def2/J DEFGRID3
* xyz 0 1
N 1.60 0.02 -0.99
C 1.68 -0.20 0.19
N 1.69 -0.11 1.39
H 2.21 -0.26 -1.73
H 1.29 -0.74 2.04
N -2.52 -0.25 -0.39
C -1.76 0.67 -0.32
O -1.00 1.53 -0.44
H -3.18 -0.65 0.25
*
```

The value obtained for the frontier orbital gap is 10.91 eV. As for the SMILES: N=C=N.N=C=O. The HOMO energy comes out at -10.1822 eV.

=====

[7]
A cluster of 2 separate species, C2H3N3O in total at a distorted geometry. Source: the OMol25 dataset; level of theory: the ωB97M-V functional and the def2-TZVPD basis.

The geometry in ORCA input format:
```
! wB97M-V def2-TZVPD RIJCOSX def2/J DEFGRID3
* xyz 0 1
N 1.17 0.91 -0.66
N 1.35 1.50 0.32
O 0.95 1.52 1.47
C -0.48 -0.11 1.16
C -0.29 -0.40 -0.02
N -0.44 -1.14 -1.17
H -0.79 -0.03 2.19
H -0.12 -0.68 -2.01
H -1.35 -1.57 -1.27
*
```

The value obtained for the frontier orbital gap is 9.24 eV. As for the SMILES: N#[N+][O-].C#CN. The HOMO energy comes out at -9.2025 eV.

=====

[8]
The molecule C2H3N3O at a distorted geometry. Source: the OMol25 dataset; level of theory: the ωB97M-V functional and the def2-TZVPD basis.

The geometry in ORCA input format:
```
! wB97M-V def2-TZVPD RIJCOSX def2/J DEFGRID3
* xyz 0 1
N -2.01 -0.10 -0.25
C -0.66 0.02 0.18
N 0.06 1.06 0.05
N 1.37 0.77 -0.09
C 1.46 -0.52 0.06
O 0.18 -1.03 0.02
H -2.16 -0.72 0.46
H -2.29 0.92 0.34
H 2.33 -1.09 -0.32
*
```

The value obtained for the frontier orbital gap is 10.30 eV. As for the SMILES: Nc1nnco1. The HOMO energy comes out at -9.9486 eV.

=====

[9]
The molecule C2H3N3O2 at a distorted geometry. Source: the OMol25 dataset; level of theory: the ωB97M-V functional and the def2-TZVPD basis.

The geometry in ORCA input format:
```
! wB97M-V def2-TZVPD RIJCOSX def2/J DEFGRID3
* xyz 0 1
O 1.90 -0.51 -1.33
N 1.53 -0.52 -0.04
C 0.35 -0.17 0.14
N -0.29 -0.24 1.26
N -1.63 0.19 1.03
C -1.69 0.48 -0.25
O -0.49 0.35 -0.86
H 2.83 -0.38 -1.29
H 0.11 0.11 2.16
H -2.63 0.69 -0.82
*
```

The value obtained for the frontier orbital gap is 9.13 eV. As for the SMILES: O/N=c1/[nH]nco1. The HOMO energy comes out at -8.2843 eV.

=====

[10]
A cluster of 2 separate species, C2H3N3O2 in total at a distorted geometry. Source: the OMol25 dataset; level of theory: the ωB97M-V functional and the def2-TZVPD basis.

The geometry in ORCA input format:
```
! wB97M-V def2-TZVPD RIJCOSX def2/J DEFGRID3
* xyz 0 1
N 0.48 1.70 -0.69
C 0.07 0.57 -0.05
N 1.10 0.28 1.01
O 0.89 -0.74 1.60
C -0.94 -2.98 0.86
O -0.24 -3.27 0.01
N -0.92 -0.19 -0.21
H -0.16 2.20 -1.29
H 1.22 2.23 -0.27
H -1.53 0.12 -0.97
*
```

The value obtained for the frontier orbital gap is 8.79 eV. The HOMO energy comes out at -9.5836 eV.

=====

[11]
The molecule C2H3N3O2 at a distorted geometry. Source: the OMol25 dataset; level of theory: the ωB97M-V functional and the def2-TZVPD basis.

The geometry in ORCA input format:
```
! wB97M-V def2-TZVPD RIJCOSX def2/J DEFGRID3
* xyz 0 1
O -1.14 0.92 -1.72
C -0.47 0.51 -0.77
N -0.83 -0.56 -0.21
N 0.07 -1.48 0.51
C 0.87 -0.81 1.28
N 0.75 0.51 1.14
O 0.67 0.84 -0.29
H -1.63 -1.03 -0.53
H 1.69 -1.54 1.75
H 1.44 1.07 1.70
*
```

The value obtained for the frontier orbital gap is 9.84 eV. As for the SMILES: O=C1NN=CNO1. The HOMO energy comes out at -9.7040 eV.

=====

[12]
The molecule C2H3N3O2 at a distorted geometry. Source: the OMol25 dataset; level of theory: the ωB97M-V functional and the def2-TZVPD basis.

The geometry in ORCA input format:
```
! wB97M-V def2-TZVPD RIJCOSX def2/J DEFGRID3
* xyz 0 1
C -0.77 0.23 1.11
C 0.59 0.19 -0.66
N -0.88 -1.07 0.49
N -0.04 1.06 0.29
N -0.19 -1.07 -0.55
O -0.09 -2.04 -1.32
O -1.29 0.48 2.12
H 0.59 0.46 -1.81
H 1.55 -0.14 -0.37
H 0.53 1.88 0.69
*
```

The value obtained for the frontier orbital gap is 10.55 eV. The HOMO energy comes out at -10.7652 eV.